P | Entry from the Open Molecules 2025 dataset: a cluster of 2 separate species, C5H11N2 in total (ωB97M-V/def2-TZVPD).

```
! wB97M-V def2-TZVPD RIJCOSX def2/J DEFGRID3
* xyz 1 1
N -1.798 -0.217 -0.184
N 1.060 -0.076 -0.031
C 1.872 -0.330 1.164
C -0.820 2.028 -0.546
C 1.387 -0.286 -1.223
C -1.010 0.633 -0.244
C -2.263 -1.490 0.269
H -3.300 -1.546 -0.013
H -2.103 -1.597 1.460
H -1.764 2.413 -0.910
H 2.546 0.593 1.374
H -0.045 2.055 -1.322
H 2.289 -0.634 -1.685
H 1.343 -0.521 2.056
H 0.685 0.128 -2.045
H -1.754 -2.352 -0.336
H 2.547 -1.273 0.970
H -0.378 2.778 0.131
*
```

Calculated values
Kohn-Sham gap: 10.55 eV
HOMO level: -14.00 eV
lowest unoccupied orbital energy: -3.46 eV

***

Q | Entry from the Open Molecules 2025 dataset: the ion C5H11N2 with charge +1 (ωB97M-V/def2-TZVPD).

```
! wB97M-V def2-TZVPD RIJCOSX def2/J DEFGRID3
* xyz 1 1
N 1.838 -1.323 -0.343
N 2.602 0.881 0.314
C -1.368 -1.375 0.272
C -1.153 0.032 -0.042
C -2.367 0.866 -0.252
C 1.488 -0.162 -0.139
C 0.133 0.506 -0.208
H -2.943 1.119 0.678
H -2.366 -1.456 0.817
H 2.678 1.752 -0.245
H -2.182 1.718 -1.064
H -3.088 -0.039 -0.606
H 0.184 1.606 -0.532
H 2.743 -1.705 -0.149
H 3.280 0.083 0.268
H -0.408 -1.929 0.655
H -1.525 -1.785 -0.695
H 2.456 1.211 1.270
*
```

Calculated values
Kohn-Sham gap: 9.60 eV
SMILES: [H]/N=C(\[NH3+])C=C(C)C
HOMO level: -13.33 eV
lowest unoccupied orbital energy: -3.73 eV

***

It is Q that is the most stable of them.

***

P | Entry from the Open Molecules 2025 dataset: the ion C5H11N2 with charge +1 (ωB97M-V/def2-TZVPD).

```
! wB97M-V def2-TZVPD RIJCOSX def2/J DEFGRID3
* xyz 1 1
N 1.112 0.454 0.314
N 0.378 -1.445 -0.860
C -1.203 0.023 -0.034
C 0.222 -0.298 -0.246
C 2.511 0.292 0.558
C -1.576 1.374 -0.424
C -1.940 -0.941 0.401
H 2.950 0.080 -0.399
H -1.512 -1.809 0.674
H -1.059 2.206 0.046
H 1.200 -2.123 -1.077
H -3.042 -0.784 0.552
H 0.677 1.017 0.953
H 2.901 1.234 1.055
H 2.870 -0.439 1.323
H -0.487 -1.878 -1.054
H -2.709 1.503 -0.341
H -1.292 1.534 -1.442
*
```

Calculated values
Kohn-Sham gap: 11.07 eV
SMILES: C=C(C)/C(N)=[NH+]/C
HOMO level: -14.56 eV
lowest unoccupied orbital energy: -3.50 eV

***

Q | Entry from the Open Molecules 2025 dataset: a cluster of 2 separate species, C5H11N2 in total (ωB97M-V/def2-TZVPD).

```
! wB97M-V def2-TZVPD RIJCOSX def2/J DEFGRID3
* xyz 1 1
N -1.830 -1.718 -0.747
N 1.723 1.675 1.115
C 0.564 0.904 0.777
C -0.527 -2.283 -1.031
C 0.176 1.091 -0.463
C 2.262 1.602 2.293
C -2.480 -1.154 -1.713
H 2.962 2.378 2.531
H 1.971 2.499 0.576
H -0.382 -3.218 -0.432
H -3.506 -0.749 -1.481
H -0.455 -2.478 -2.102
H 0.646 1.886 -1.127
H 0.180 0.286 1.596
H 0.194 -1.523 -0.715
H -2.081 -1.116 -2.750
H 1.945 0.822 3.004
H -0.688 0.553 -0.854
*
```

Calculated values
Kohn-Sham gap: 6.96 eV
HOMO level: -12.56 eV
lowest unoccupied orbital energy: -5.60 eV

***

It is P that is the most stable of them.

***

P | Entry from the Open Molecules 2025 dataset: the ion C5H11N2 with charge +1 (ωB97M-V/def2-TZVPD).

```
! wB97M-V def2-TZVPD RIJCOSX def2/J DEFGRID3
* xyz 1 1
N 0.804 -0.132 0.410
N 0.607 -1.033 1.364
C 1.782 0.342 -0.247
C -1.229 1.186 -0.153
C -0.621 -0.451 -2.004
C 0.810 -0.860 2.609
C -0.638 -0.151 -0.531
H -0.821 0.437 -2.657
H 1.565 0.604 -1.293
H 2.804 0.356 0.231
H -1.104 -0.860 0.129
H -0.676 1.966 -0.618
H 0.960 0.076 3.069
H -1.611 -1.107 -2.031
H -1.201 1.453 0.981
H 0.778 -1.735 3.287
H 0.129 -1.219 -2.238
H -2.338 1.128 -0.308
*
```

Calculated values
Kohn-Sham gap: 10.55 eV
SMILES: C=N[N+](=C)C(C)C
HOMO level: -15.16 eV
lowest unoccupied orbital energy: -4.61 eV

***

Q | Entry from the Open Molecules 2025 dataset: a cluster of 2 separate species, C5H11N2 in total (ωB97M-V/def2-TZVPD).

```
! wB97M-V def2-TZVPD RIJCOSX def2/J DEFGRID3
* xyz 1 1
N 0.060 -1.920 -0.300
N -2.025 0.393 0.226
C -3.263 0.180 0.215
C 1.371 0.109 -0.009
C 1.471 1.511 -0.524
C 0.382 -0.715 -0.645
C 2.174 -0.352 0.969
H -4.026 0.820 0.657
H -0.661 -2.427 -0.795
H 0.514 2.017 -0.425
H 2.917 0.289 1.411
H 1.741 1.511 -1.579
H -3.620 -0.721 -0.270
H -1.749 1.255 0.699
H 2.152 -1.362 1.344
H -0.131 -0.292 -1.501
H 0.474 -2.372 0.508
H 2.221 2.075 0.021
*
```

Calculated values
Kohn-Sham gap: 8.92 eV
HOMO level: -13.99 eV
lowest unoccupied orbital energy: -5.08 eV

***

R | Entry from the Open Molecules 2025 dataset: a structure of composition C5H11N2 (ωB97M-V/def2-TZVPD).

```
! wB97M-V def2-TZVPD RIJCOSX def2/J DEFGRID3
* xyz 1 1
N -0.370 1.004 -0.219
N -0.534 -1.376 -0.031
C 0.250 -0.374 -0.315
C 1.655 -0.429 -0.237
C -0.335 1.661 -1.623
C -1.843 -1.416 0.230
C 2.859 -0.495 -0.165
H 1.061 0.331 -3.202
H -0.914 1.109 -2.322
H 3.832 -0.688 -0.215
H 0.591 1.878 -2.036
H -2.642 -0.646 -0.009
H -2.300 -2.436 0.437
H -0.804 2.629 -1.555
H -0.003 -2.300 0.159
H 0.231 1.610 0.363
H -1.305 0.917 0.038
H 1.567 0.808 -3.547
*
```

Calculated values
Kohn-Sham gap (spin up / spin down): 7.92 / 7.92 eV
HOMO level (spin up / spin down): -11.68 / -11.68 eV
lowest unoccupied orbital energy (spin up / spin down): -3.76 / -3.77 eV

***

It is Q that is the most stable of them.

***

P | Entry from the Open Molecules 2025 dataset: a cluster of 4 separate species, C12H36N3O4 in total (ωB97M-V/def2-TZVPD).

```
! wB97M-V def2-TZVPD RIJCOSX def2/J DEFGRID3
* xyz 1 1
O -0.192 -1.446 -2.462
O -1.620 -3.236 0.534
O 1.210 0.508 -0.897
O 0.241 1.851 1.414
N 1.352 -1.159 1.477
N -1.534 0.971 -1.318
N 1.969 2.993 -0.234
C 1.258 2.623 2.084
C 0.852 -3.421 2.107
C -1.546 -1.195 -2.605
C -1.826 0.400 -2.636
C 2.364 2.820 1.066
C -0.976 1.104 -3.635
C -3.058 -3.067 0.553
C -1.035 1.756 2.082
C 3.288 4.062 1.461
C 0.433 -2.298 1.169
C 0.174 -2.842 -2.669
C -1.103 -2.018 1.068
H 1.094 -0.803 2.334
H 2.698 3.501 -0.980
H -1.896 -1.454 -3.482
H -0.098 -3.200 -3.530
H 0.582 -4.240 1.841
H 0.423 -3.355 3.235
H -3.395 -4.023 0.356
H -2.998 0.651 -2.578
H 0.236 0.431 -1.480
H -0.941 0.829 -4.638
H -1.056 1.198 2.978
H 0.524 -2.560 0.093
H 1.145 -0.022 -0.133
H 2.349 -1.624 1.561
H -1.557 2.115 -1.384
H 2.972 1.979 1.089
H 3.363 3.831 2.693
H -2.084 -1.938 -1.812
H -1.337 2.297 -3.826
H -1.823 1.408 1.453
H -1.118 -0.979 0.436
H -1.344 2.970 2.067
H -2.071 0.388 -0.536
H -3.488 -2.461 -0.171
H -3.464 -2.765 1.634
H 4.075 4.110 0.984
H 2.011 -3.554 2.363
H 1.254 -2.912 -2.410
H 0.901 3.764 2.504
H 2.785 4.766 1.426
H -1.703 -1.758 2.015
H 1.189 1.411 -0.521
H 1.646 2.279 3.036
H 1.475 3.841 0.022
H -0.072 0.978 -3.320
H -0.539 -3.490 -1.899
*
```

Calculated values
Kohn-Sham gap: 10.51 eV
HOMO level: -12.57 eV
lowest unoccupied orbital energy: -2.06 eV

***

Q | Entry from the Open Molecules 2025 dataset: a cluster of 4 separate species, C12H36N3O4 in total (ωB97M-V/def2-TZVPD).

```
! wB97M-V def2-TZVPD RIJCOSX def2/J DEFGRID3
* xyz 1 1
O -0.869 2.518 -0.927
O 1.691 -0.662 2.201
O -0.143 -3.634 -3.435
O -0.324 -0.080 0.066
N 2.418 0.544 -0.286
N -2.024 1.425 1.700
N -0.718 -2.761 0.085
C 2.345 2.185 1.529
C -0.050 3.354 -1.745
C -2.610 2.377 0.721
C 0.158 -3.173 -2.166
C 1.017 -4.146 -4.111
C -1.106 -3.125 -1.301
C 1.551 -1.504 3.304
C -3.660 3.288 1.397
C 3.033 -0.244 1.991
C -1.545 3.275 0.063
C -2.136 -2.145 -1.863
C 3.025 0.928 1.008
H -1.757 -1.130 -2.005
H -3.920 4.149 0.791
H 3.593 -1.072 1.550
H -0.016 -3.426 0.412
H -2.432 -2.535 -2.835
H -2.982 -2.059 -1.178
H -2.061 4.112 -0.411
H 1.855 -1.044 4.257
H -1.530 -3.008 0.651
H -0.774 0.505 0.760
H 2.879 -0.222 -0.769
H 2.092 -2.461 3.274
H 0.385 2.701 -2.502
H 3.483 0.077 2.932
H -1.670 -4.064 -1.254
H -0.862 3.644 0.841
H -3.098 1.811 -0.073
H -2.845 1.121 2.227
H 1.362 1.853 1.906
H -0.436 -1.095 0.221
H 0.524 -2.135 -2.135
H -3.309 3.601 2.383
H -1.532 1.985 2.401
H 0.723 -4.324 -5.136
H 0.491 -1.747 3.428
H 2.499 1.293 -0.968
H 0.903 -3.791 -1.647
H 0.800 3.720 -1.161
H 1.290 -5.073 -3.599
H 1.980 2.870 0.762
H 2.891 2.653 2.340
H 0.680 0.112 0.121
H 4.066 1.190 0.780
H 1.850 -3.459 -3.964
H -4.548 2.673 1.571
H -0.623 4.156 -2.206
*
```

Calculated values
Kohn-Sham gap: 10.40 eV
HOMO level: -12.39 eV
lowest unoccupied orbital energy: -1.99 eV

***

It is Q that is the most stable of them.